Here is a structure of composition C3H6OS at a distorted geometry from OMol25. Energies are from ωB97M-V with the def2-TZVPD basis set.

Last column: Mulliken charge in e.
Cartesian coordinates (Å):
1 C 0.23690 0.46771 0.88434  0.425
2 C -1.01986 -0.24988 0.79119  -1.056
3 C 1.12014 0.29664 -0.80767  -0.471
4 O 0.61566 1.16347 1.78662  -0.437
5 S -0.10608 -0.21230 -1.97244  -0.116
6 H -1.72115 0.29132 0.11563  0.294
7 H -0.72752 -1.16884 0.38138  0.318
8 H -1.32283 -0.40191 1.87709  0.296
9 H 2.03953 -0.28426 -0.77512  0.336
10 H 1.33258 1.41634 -0.84737  0.291
11 H -0.44736 -1.31828 -1.43367  0.118

Largest force on an atom   3.89 eV/Å
Multiplicity   3
Lowest unoccupied orbital energy (alpha / beta)   0.69 / -2.31 eV
Energy   -591.12533 hartree
Expectation value of S²   2.01
HOMO energy (alpha / beta)   -5.21 / -10.01 eV
Energy relative to the best compared isomer or geometry (same formula, charge and spin)   138.3 kJ/mol

=====

Here is a cluster of 2 separate species, C3H6OS2 in total at a distorted geometry from OMol25. Energies are from ωB97M-V with the def2-TZVPD basis set.

Last column: Mulliken charge in e.
Cartesian coordinates (Å):
1 C -0.56448 0.76197 -1.22400  -0.577
2 C 0.49512 0.89812 -2.25866  0.030
3 O 0.33237 0.71815 -3.43837  -0.442
4 C -0.23392 -0.18285 -0.06407  -0.354
5 S -1.67148 -0.72340 0.92410  -0.090
6 S 1.63427 -0.31590 2.18372  -0.173
7 H -0.71132 1.70145 -0.73154  0.327
8 H -1.52889 0.56760 -1.77303  0.323
9 H 1.53323 1.12580 -1.94507  0.337
10 H -0.05435 -1.20690 -0.41948  0.380
11 H 0.73772 0.20262 0.39900  0.074
12 H 0.33196 -0.22034 2.38149  0.165

Largest force on an atom   4.35 eV/Å
Lowest unoccupied orbital energy   -4.24 eV
Energy   -989.32684 hartree
HOMO energy   -9.11 eV
Energy relative to the best compared isomer or geometry (same formula, charge and spin)   529.5 kJ/mol

=====

Here is the molecule C3H6OS2 at a distorted geometry from OMol25. Energies are from ωB97M-V with the def2-TZVPD basis set.

Last column: Mulliken charge in e.
Cartesian coordinates (Å):
1 C 0.63272 2.38410 -0.35044  -0.739
2 O 0.87044 1.31478 0.51575  -0.297
3 C 0.29329 0.11260 0.37155  0.391
4 S 0.66444 -1.06553 1.39650  -0.292
5 S -0.71046 -0.02363 -1.08694  -0.013
6 C -1.43894 -1.67312 -0.87227  -0.861
7 H -0.46900 2.50380 -0.44812  0.362
8 H 1.03047 3.26723 0.16774  0.227
9 H 1.16151 2.24212 -1.31716  0.308
10 H -0.71486 -2.53307 -0.90099  0.306
11 H -2.21579 -1.82601 -1.62411  0.330
12 H -1.94208 -1.68740 0.15062  0.280

Largest force on an atom   1.80 eV/Å
SMILES string   COC(=S)SC
Lowest unoccupied orbital energy   0.57 eV
Energy   -989.49030 hartree
HOMO energy   -8.73 eV
Energy relative to the best compared isomer or geometry (same formula, charge and spin)   100.4 kJ/mol

=====

Here is the molecule C3H6OS2 at a distorted geometry from OMol25. Energies are from ωB97M-V with the def2-TZVPD basis set.

Last column: Mulliken charge in e.
Cartesian coordinates (Å):
1 C -1.35237 -0.15579 0.71201  -1.013
2 C -0.68894 -0.36860 -0.61751  0.736
3 O -1.37390 -0.63413 -1.57271  -0.522
4 C 0.83563 -0.14705 -0.66548  -0.544
5 S 1.18335 1.61631 -0.12810  -0.144
6 S 1.62668 -1.37685 0.48835  -0.168
7 H -1.41797 -1.12805 1.34701  0.265
8 H -2.33946 0.42659 0.73023  0.302
9 H -0.76788 0.44020 1.28063  0.398
10 H 1.19104 -0.44813 -1.59245  0.370
11 H 1.02137 2.16011 -1.36432  0.165
12 H 2.08246 -0.38461 1.38234  0.156

Largest force on an atom   3.49 eV/Å
SMILES string   CC(=O)C(S)S
Lowest unoccupied orbital energy   0.39 eV
Energy   -989.48185 hartree
HOMO energy   -9.40 eV
Energy relative to the best compared isomer or geometry (same formula, charge and spin)   122.6 kJ/mol

=====

Here is a cluster of 2 separate species, C3H6OS3 in total at a distorted geometry from OMol25. Energies are from ωB97M-V with the def2-TZVPD basis set.

Last column: Mulliken charge in e.
Cartesian coordinates (Å):
1 C -1.26452 1.37995 0.03846  -1.798
2 C -0.16471 0.50523 -0.28802  -0.094
3 C -0.29902 -0.77589 0.00409  0.399
4 S 0.81916 -2.05579 -0.37813  -0.272
5 S -1.79783 -1.36093 0.64635  -0.273
6 H -2.02622 1.30089 -0.62670  0.490
7 H -1.06811 2.34744 -0.04214  0.468
8 H -1.78774 1.21110 0.94072  0.439
9 H 0.79611 0.83088 -0.55186  0.398
10 H 2.00655 -1.41088 -0.50643  0.177
11 H -1.57950 -2.69408 0.73888  0.113
12 O 3.00945 -0.07353 -0.56969  -0.364
13 S 3.35639 0.79560 0.59448  0.318

Largest force on an atom   4.58 eV/Å
SMILES string   CC=C(S)S.O=S
Lowest unoccupied orbital energy (alpha / beta)   -2.28 / -2.29 eV
Energy   -1387.57536 hartree
HOMO energy (alpha / beta)   -8.03 / -8.03 eV
Energy relative to the best compared isomer or geometry (same formula, charge and spin)   222.8 kJ/mol

=====

Here is the molecule C3H6P2 at a distorted geometry from OMol25. Energies are from ωB97M-V with the def2-TZVPD basis set.

Last column: Mulliken charge in e.
Cartesian coordinates (Å):
1 C 0.17371 0.08796 -0.34854  0.234
2 C -0.47243 0.74719 2.36523  -0.550
3 C 0.25311 -1.14214 -1.21447  -1.098
4 P 0.23817 -0.42696 1.41409  -0.016
5 P 0.19740 1.65082 -1.01316  -0.068
6 H -0.57212 0.56680 3.42092  0.285
7 H -0.82995 1.68844 1.98444  0.233
8 H -0.58572 -1.81194 -1.01226  0.297
9 H 1.16527 -1.68582 -0.97148  0.294
10 H 0.26028 -0.90358 -2.27511  0.392
11 H 0.17228 1.22922 -2.34965  -0.002

Largest force on an atom   5.62 eV/Å
Multiplicity   3
Lowest unoccupied orbital energy (alpha / beta)   0.48 / -2.73 eV
Energy   -800.43932 hartree
Expectation value of S²   2.04
HOMO energy (alpha / beta)   -6.66 / -9.55 eV
Energy relative to the best compared isomer or geometry (same formula, charge and spin)   46.6 kJ/mol

=====

Here is the molecule C3H6S2 at a distorted geometry from OMol25. Energies are from ωB97M-V with the def2-TZVPD basis set.

Last column: Mulliken charge in e.
Cartesian coordinates (Å):
1 C -1.33174 -0.03038 0.19356  -1.225
2 C -0.10923 0.63909 -0.46996  0.653
3 S 0.61799 1.93422 0.53693  -0.239
4 C 0.77148 -0.10487 -1.44115  -0.785
5 S -0.31503 1.04598 -2.18725  -0.151
6 H -2.25372 0.46207 -0.09371  0.316
7 H -1.36963 0.06488 1.26910  0.371
8 H -1.47608 -1.10835 0.02519  0.323
9 H -0.19875 2.89685 0.03722  0.149
10 H 1.82452 0.00385 -1.44971  0.350
11 H 0.50773 -1.19363 -1.59203  0.237

Largest force on an atom   2.82 eV/Å
SMILES string   C[C@@]1(S)CS1
Lowest unoccupied orbital energy   0.78 eV
Energy   -914.24155 hartree
HOMO energy   -8.83 eV
Energy relative to the best compared isomer or geometry (same formula, charge and spin)   89.6 kJ/mol

=====

Here is the molecule C3H6S3 at a distorted geometry from OMol25. Energies are from ωB97M-V with the def2-TZVPD basis set.

Last column: Mulliken charge in e.
Cartesian coordinates (Å):
1 C 1.04401 -0.17205 2.19447  -0.970
2 S 1.76833 0.36825 0.66503  -0.033
3 C 0.26577 -0.02288 -0.39346  -0.713
4 S 0.20831 0.77882 -2.03508  0.026
5 C -1.44482 0.25626 -2.60898  -0.156
6 S -2.65608 -0.53500 -1.80523  -0.213
7 H 0.58494 -1.15431 2.28118  0.322
8 H 1.83870 -0.13058 2.85493  0.350
9 H 0.38156 0.58709 2.67806  0.335
10 H 0.00527 -1.07190 -0.46665  0.446
11 H -0.55082 0.43308 0.30233  0.341
12 H -1.44516 0.66321 -3.66660  0.264

Largest force on an atom   3.01 eV/Å
SMILES string   CSCSC=S
Lowest unoccupied orbital energy   -0.44 eV
Energy   -1312.41349 hartree
HOMO energy   -8.99 eV
Energy relative to the best compared isomer or geometry (same formula, charge and spin)   122.4 kJ/mol

=====

Here is the molecule C3H6S4 at a distorted geometry from OMol25. Energies are from ωB97M-V with the def2-TZVPD basis set.

Last column: Mulliken charge in e.
Cartesian coordinates (Å):
1 C -1.16398 -0.91159 0.23794  -0.270
2 C 0.76811 0.70974 -0.00360  0.448
3 C 0.52724 0.98843 -1.44378  -1.129
4 S -0.59583 0.62320 1.08381  -0.066
5 S 0.37881 -1.81809 -0.15403  -0.238
6 S -2.21629 -1.90979 1.33107  -0.158
7 S 2.25811 0.97328 0.69485  -0.197
8 H -1.82870 -0.62118 -0.69087  0.271
9 H 0.06697 1.95788 -1.49254  0.331
10 H -0.11639 0.22048 -1.86534  0.288
11 H 1.35944 1.01001 -2.14087  0.407
12 H -1.54913 -2.00251 2.39860  0.128
13 H 2.11165 0.78014 2.04476  0.184

Largest force on an atom   3.50 eV/Å
Lowest unoccupied orbital energy (alpha / beta)   -1.21 / -1.22 eV
Energy   -1710.55418 hartree
HOMO energy (alpha / beta)   -7.93 / -7.93 eV
Energy relative to the best compared isomer or geometry (same formula, charge and spin)   168.9 kJ/mol

=====

Here is the molecule C3H6Si at a distorted geometry from OMol25. Energies are from ωB97M-V with the def2-TZVPD basis set.

Last column: Mulliken charge in e.
Cartesian coordinates (Å):
1 C 1.29110 0.80660 -0.09172  -0.081
2 C -0.02985 0.74033 -0.25177  -0.118
3 C 1.56448 -0.62365 0.24166  -0.619
4 Si -1.62264 0.02367 0.04140  0.192
5 H 2.01697 1.46155 -0.56179  0.309
6 H 1.95590 -1.31399 -0.49253  0.273
7 H 1.27418 -1.05010 1.30205  0.277
8 H -1.95352 -1.15481 0.88322  -0.102
9 H -1.89819 -0.16061 -1.47492  -0.066
10 H -2.59841 1.27101 0.40440  -0.064

Largest force on an atom   3.95 eV/Å
Lowest unoccupied orbital energy (alpha / beta)   -0.09 / -0.20 eV
Energy   -407.20096 hartree
HOMO energy (alpha / beta)   -8.31 / -8.31 eV
Energy relative to the best compared isomer or geometry (same formula, charge and spin)   303.3 kJ/mol